Molecular formula: C31H54F6N2O13Y
Method: DFT, wB97M-V/def2-TZVPD

Structure (XYZ):
```
107
Properties=species:S:1:pos:R:3
Y 19.137 4.015 -0.789
C 21.901 4.041 1.425
O 21.920 5.271 0.716
O 20.720 3.504 0.920
C 23.273 3.347 1.241
F 23.342 2.471 0.210
F 24.304 4.186 1.076
F 23.520 2.596 2.322
C 21.819 6.494 1.439
C 21.913 7.570 0.362
H 20.880 7.709 0.027
H 22.167 8.541 0.790
H 22.553 7.398 -0.501
H 22.716 6.633 2.053
H 20.970 6.637 2.107
H 21.851 4.285 2.490
C 17.459 6.720 1.093
O 18.022 7.975 0.975
O 18.286 5.795 0.413
C 17.358 6.318 2.595
F 16.360 5.402 2.646
F 18.410 5.843 3.282
F 16.938 7.316 3.411
C 17.929 8.659 -0.251
C 18.827 9.890 -0.122
H 19.836 9.593 0.162
H 18.967 10.309 -1.126
H 18.465 10.779 0.391
H 16.923 8.993 -0.516
H 18.356 8.019 -1.028
H 16.457 6.616 0.672
O 20.378 5.516 -2.135
C 21.026 6.303 -2.841
O 22.141 6.004 -3.480
C 22.674 4.679 -3.522
C 23.592 4.430 -2.343
C 20.486 7.715 -3.057
H 23.069 4.543 -4.526
H 21.829 3.986 -3.450
H 23.046 4.405 -1.404
H 24.478 5.065 -2.253
H 24.181 3.529 -2.546
H 20.538 8.359 -2.181
H 19.439 7.523 -3.289
H 21.042 8.132 -3.893
O 24.064 3.668 7.313
C 24.262 4.756 6.849
O 24.534 5.880 7.551
C 24.585 5.781 8.977
C 24.094 7.051 9.599
C 24.179 5.013 5.332
H 25.657 5.794 9.196
H 24.098 4.923 9.432
H 24.231 7.909 8.942
H 24.588 7.256 10.547
H 23.032 6.898 9.806
H 23.291 4.480 4.991
H 25.058 4.704 4.777
H 23.835 6.048 5.307
O 20.709 13.157 2.946
C 21.489 12.290 2.650
O 21.296 10.967 2.717
C 20.143 10.458 3.400
C 20.170 8.953 3.348
C 22.858 12.545 2.014
H 19.210 10.828 2.979
H 20.342 10.738 4.436
H 19.728 8.462 4.221
H 21.213 8.677 3.522
H 19.594 8.500 2.543
H 22.895 13.537 1.574
H 23.179 11.679 1.442
H 23.568 12.580 2.846
C 25.554 0.697 -2.010
C 24.420 -0.079 -2.864
C 23.980 -1.344 -2.171
C 25.018 -2.221 -1.627
N 25.842 -2.877 -1.174
H 25.218 1.461 -1.314
H 26.088 1.254 -2.787
H 26.322 -0.001 -1.681
H 24.656 -0.228 -3.915
H 23.541 0.561 -2.765
H 23.404 -1.996 -2.831
H 23.408 -0.972 -1.320
C 27.287 4.497 -0.301
C 28.216 4.258 -1.506
C 28.695 2.788 -1.785
C 29.183 2.186 -0.552
N 29.584 1.713 0.414
H 26.315 4.378 -0.788
H 27.572 5.407 0.218
H 27.235 3.705 0.448
H 29.137 4.755 -1.193
H 27.907 4.667 -2.466
H 29.448 2.968 -2.549
H 27.877 2.149 -2.116
C 22.224 -0.656 2.396
C 21.554 -0.473 1.028
O 21.241 -1.807 0.647
C 21.909 -2.643 1.385
O 22.124 -3.801 1.138
O 22.406 -2.053 2.484
H 21.624 -0.278 3.224
H 23.174 -0.120 2.387
H 22.333 -0.043 0.399
H 20.679 0.159 1.165
```

Calculated values
total charge	+1
orbital gap	5.597	eV
max |F|	0.136	hartree/bohr